1.
49
Properties=species:S:1:pos:R:3 method="wB97M-V/def2-TZVPD" e_homo_ev=-8.66 e_tot_ha=-1115.57635 homo_lumo_gap_ev=9.104 e_above_lowest_ev=0.091 smiles="CCOc1ccc(C(=O)CCCC(=O)c2ccc(OCC)cc2)cc1"
C 6.43 2.94 -1.13
C 5.84 1.84 -0.27
O 4.49 1.66 -0.66
C 3.74 0.72 -0.05
C 4.17 -0.11 0.98
C 3.31 -1.04 1.53
C 1.99 -1.17 1.07
C 1.15 -2.20 1.71
O 1.48 -2.75 2.74
C -0.14 -2.58 1.00
C 0.18 -3.33 -0.30
C -1.06 -3.53 -1.19
C -1.41 -2.21 -1.84
O -0.90 -1.89 -2.90
C -2.33 -1.28 -1.14
C -2.25 0.08 -1.47
C -3.04 1.02 -0.85
C -3.97 0.62 0.11
O -4.80 1.45 0.78
C -4.78 2.84 0.49
C -5.83 3.50 1.37
C -4.07 -0.73 0.43
C -3.26 -1.67 -0.17
C 1.56 -0.33 0.05
C 2.42 0.60 -0.50
H 5.87 3.86 -0.99
H 6.37 2.66 -2.18
H 7.46 3.10 -0.86
H 5.88 2.12 0.79
H 6.39 0.90 -0.41
H 5.18 -0.05 1.36
H 3.64 -1.69 2.32
H -0.72 -3.22 1.66
H -0.71 -1.68 0.79
H 0.93 -2.79 -0.87
H 0.59 -4.31 -0.05
H -1.88 -3.93 -0.60
H -0.81 -4.23 -1.98
H -1.53 0.38 -2.22
H -2.93 2.06 -1.13
H -3.79 3.25 0.71
H -5.01 3.01 -0.57
H -5.85 4.57 1.18
H -6.81 3.09 1.15
H -5.61 3.32 2.42
H -4.80 -1.03 1.17
H -3.38 -2.71 0.09
H 0.55 -0.37 -0.32
H 2.09 1.26 -1.29

=====

2.
56
Properties=species:S:1:pos:R:3 method="wB97M-V/def2-TZVPD" e_homo_ev="-14.68 / -14.68" e_tot_ha=-1393.04455 homo_lumo_gap_ev="7.435 / 6.681" charge=+2 e_above_lowest_ev=0.000 s_squared=0.756 spin_multiplicity=2
Ru 0.19 0.34 0.06
B -1.51 -1.60 2.42
N -0.42 -0.57 2.86
C -0.10 -0.33 4.13
C 0.94 0.59 4.18
C 1.20 0.88 2.85
N 0.35 0.18 2.06
N -1.31 -2.02 0.90
C -1.88 -3.09 0.38
C -1.45 -3.26 -0.95
C -0.61 -2.21 -1.17
N -0.53 -1.45 -0.05
H -1.33 -2.60 3.06
H -2.62 -1.16 2.57
H -0.61 -0.85 4.93
H 1.43 0.99 5.05
H 1.94 1.53 2.41
H -2.54 -3.69 0.98
H -1.72 -4.06 -1.62
H -0.03 -1.97 -2.05
O 0.16 0.71 -2.06
C -0.67 1.76 -2.66
C -2.13 1.36 -2.74
C -2.70 0.89 -1.39
C -2.47 1.90 -0.31
C -3.41 2.89 -0.06
C -3.15 3.87 0.89
C -1.95 3.83 1.57
C -1.07 2.81 1.30
N -1.30 1.87 0.37
H 0.23 -0.02 -2.69
H -0.26 1.99 -3.64
H -0.52 2.62 -2.02
H -2.28 0.58 -3.48
H -2.67 2.24 -3.09
H -2.22 -0.05 -1.11
H -3.76 0.66 -1.49
H -4.34 2.88 -0.61
H -3.88 4.64 1.09
H -1.70 4.57 2.32
H -0.13 2.75 1.83
N 3.92 -1.39 0.43
C 2.64 -1.19 0.71
N 2.12 -0.22 -0.04
C 3.17 0.24 -0.87
C 3.23 1.26 -1.82
C 4.44 1.48 -2.43
C 5.58 0.71 -2.13
C 5.53 -0.29 -1.18
C 4.31 -0.50 -0.56
H 4.51 -2.08 0.88
H 2.09 -1.75 1.45
H 2.37 1.87 -2.06
H 4.53 2.26 -3.17
H 6.51 0.91 -2.64
H 6.40 -0.88 -0.93

=====

3.
56
Properties=species:S:1:pos:R:3 method="wB97M-V/def2-TZVPD" e_homo_ev="-17.21 / -17.21" e_tot_ha=-2648.10397 homo_lumo_gap_ev="6.284 / 5.752" charge=+3 e_above_lowest_ev=3.245 s_squared=0.764 spin_multiplicity=2
Ir -0.89 -0.02 0.82
C -1.10 -4.34 0.56
C -0.99 -2.88 0.34
N -1.03 -2.02 1.31
C -0.97 -2.41 2.73
C -0.26 -1.25 3.43
N -0.96 -0.05 2.89
C -0.76 1.30 3.44
C -1.87 2.10 2.74
N -2.31 1.37 1.47
C -2.56 2.34 0.37
C -1.19 2.81 -0.05
N -0.31 1.64 -0.15
C 0.57 1.67 -1.37
C 0.91 3.11 -1.73
C -0.15 -0.36 -2.17
C -0.10 -1.09 -3.36
C -0.38 -2.43 -3.35
C -0.69 -3.06 -2.14
C -0.78 -2.29 -1.01
N -0.55 -0.94 -1.03
H -1.78 -4.57 1.38
H -0.11 -4.76 0.81
H -1.46 -4.86 -0.32
H -0.45 -3.35 2.87
H -1.99 -2.52 3.12
H 0.80 -1.20 3.18
H -0.37 -1.30 4.51
H -1.94 -0.25 3.09
H 0.24 1.65 3.17
H -0.86 1.31 4.52
H -1.49 3.07 2.45
H -2.75 2.25 3.36
H -3.18 0.87 1.65
H -3.18 3.16 0.72
H -3.07 1.81 -0.44
H -0.75 3.50 0.68
H -1.27 3.36 -0.99
H 1.11 3.66 -0.82
H 0.12 3.60 -2.29
H 1.81 3.17 -2.34
H 0.12 -0.55 -4.27
H -0.37 -3.00 -4.28
H -0.85 -4.12 -2.11
Cl 6.29 -0.05 -2.05
C 4.62 0.25 -1.85
C 4.01 0.03 -0.63
C 2.66 0.30 -0.52
Cl 2.00 -0.12 1.06
C 1.81 0.76 -1.53
O -0.39 0.99 -2.28
C 2.52 0.96 -2.76
Cl 1.75 1.54 -4.21
C 3.86 0.69 -2.92
H 4.57 -0.34 0.21
H 4.32 0.85 -3.89

=====

4.
58
Properties=species:S:1:pos:R:3 method="wB97M-V/def2-TZVPD" e_homo_ev="-8.34 / -8.54" e_tot_ha=-3399.48257 homo_lumo_gap_ev="7.631 / 8.261" e_above_lowest_ev=0.282 s_squared=6.065 spin_multiplicity=5
Mn 0.56 1.74 0.46
N 2.97 1.82 1.07
C 2.84 1.68 2.53
C 1.70 2.60 3.00
O 1.85 3.36 3.95
N 0.59 2.48 2.26
C -0.36 3.56 2.35
C -0.36 4.26 0.95
O -0.88 5.34 0.77
O 0.23 3.54 0.06
H 3.69 1.20 0.71
H 3.24 2.78 0.85
H 3.76 1.95 3.07
H 2.58 0.65 2.76
H -0.10 4.27 3.14
H -1.38 3.17 2.51
C 0.10 -3.41 -3.07
C -0.92 -2.51 -2.40
N -0.56 -1.11 -2.55
C -1.21 -0.37 -3.61
C -2.70 -0.17 -3.30
C 0.32 -0.57 -1.71
S 0.87 1.06 -1.87
N 0.88 -1.40 -0.83
C 1.16 -1.12 0.42
O 0.71 -0.10 1.05
C 1.94 -2.13 1.16
C 1.86 -2.18 2.55
C 2.58 -3.13 3.24
C 3.41 -4.00 2.56
C 3.50 -3.96 1.18
C 2.75 -3.03 0.47
H -0.22 -4.45 -2.99
H 1.07 -3.31 -2.57
H 0.21 -3.16 -4.12
H -0.99 -2.76 -1.34
H -1.90 -2.65 -2.85
H -1.09 -0.92 -4.55
H -0.72 0.60 -3.70
H -3.27 -1.08 -3.44
H -3.12 0.59 -3.96
H -2.83 0.14 -2.27
H 1.23 -1.47 3.06
H 2.50 -3.19 4.32
H 3.99 -4.73 3.11
H 4.14 -4.64 0.64
H 2.78 -2.99 -0.61
Cl -5.11 -0.01 1.53
C -4.04 0.91 0.54
C -4.54 1.78 -0.42
C -3.63 2.50 -1.17
C -2.27 2.30 -0.98
N -1.80 1.45 -0.06
C -2.66 0.79 0.70
H -5.60 1.87 -0.58
H -3.96 3.20 -1.92
H -1.53 2.81 -1.58
H -2.24 0.12 1.44

=====

5.
53
Properties=species:S:1:pos:R:3 method="wB97M-V/def2-TZVPD" e_homo_ev=-8.23 e_tot_ha=-1726.85164 homo_lumo_gap_ev=8.673 e_above_lowest_ev=0.000 smiles=CCOc1ccc(Cc2cc([C@H]3O[C@@H](CO)[C@H](O)[C@@H](O)[C@@H]3O)ccc2Cl)cc1
C 5.44 4.30 0.41
C 4.76 2.98 0.72
O 4.69 2.23 -0.48
C 4.13 0.99 -0.45
C 3.59 0.38 0.68
C 3.05 -0.89 0.58
C 3.02 -1.57 -0.63
C 2.42 -2.95 -0.70
C 0.98 -2.96 -0.26
C 0.15 -1.88 -0.52
C -1.17 -1.86 -0.11
C -2.01 -0.64 -0.37
O -3.38 -1.01 -0.44
C -4.25 0.06 -0.71
C -5.66 -0.53 -0.85
O -6.60 0.40 -1.28
C -4.18 1.11 0.41
O -5.03 2.21 0.19
C -2.73 1.59 0.57
O -2.59 2.45 1.67
C -1.79 0.39 0.77
O -0.45 0.80 0.75
C -1.70 -2.95 0.57
C -0.90 -4.05 0.82
C 0.42 -4.05 0.41
Cl 1.38 -5.45 0.75
C 3.55 -0.95 -1.75
C 4.10 0.31 -1.67
H 6.44 4.12 0.01
H 4.87 4.84 -0.34
H 5.52 4.90 1.31
H 5.34 2.42 1.48
H 3.75 3.15 1.12
H 3.59 0.87 1.63
H 2.63 -1.35 1.46
H 2.47 -3.32 -1.73
H 2.99 -3.63 -0.07
H 0.56 -1.03 -1.04
H -1.70 -0.16 -1.31
H -3.97 0.54 -1.67
H -5.95 -0.98 0.12
H -5.63 -1.33 -1.60
H -6.64 1.12 -0.63
H -4.51 0.66 1.35
H -4.81 2.62 -0.66
H -2.42 2.12 -0.36
H -3.38 3.00 1.72
H -2.04 -0.09 1.73
H -0.37 1.52 1.38
H -2.73 -2.93 0.89
H -1.30 -4.90 1.35
H 3.54 -1.46 -2.71
H 4.52 0.80 -2.54

=====

6.
61
Properties=species:S:1:pos:R:3 method="wB97M-V/def2-TZVPD" e_homo_ev="-2.01 / -2.00" e_tot_ha=-3786.57761 homo_lumo_gap_ev="6.358 / 6.346" charge=-2 e_above_lowest_ev=0.151 s_squared=0.770 spin_multiplicity=2
Fe -0.55 0.15 -0.17
O 0.51 0.98 4.07
C -0.76 0.91 4.46
C -0.97 0.99 5.84
C -2.24 1.02 6.38
C -3.36 0.98 5.55
C -3.17 0.89 4.18
C -1.89 0.82 3.62
C -1.76 0.65 2.15
O -0.70 0.03 1.74
N -2.72 1.08 1.37
N -2.34 0.85 0.06
C -3.20 1.10 -0.85
C -2.99 0.88 -2.27
C -4.06 1.12 -3.13
C -3.98 0.91 -4.49
C -2.78 0.43 -5.02
C -1.70 0.18 -4.20
C -1.75 0.40 -2.80
O -0.69 0.17 -2.09
H 0.63 1.09 3.09
H -0.09 1.05 6.48
H -2.36 1.09 7.46
H -4.36 1.02 5.96
H -4.01 0.85 3.50
H -4.16 1.48 -0.52
H -4.99 1.49 -2.70
H -4.83 1.11 -5.14
H -2.69 0.25 -6.08
H -0.76 -0.19 -4.60
O 2.36 3.02 0.03
S 1.23 2.56 0.85
O 0.63 3.63 1.66
O 0.15 2.04 -0.09
O 1.66 1.44 1.73
C 3.65 0.60 -2.33
C 4.52 0.04 -1.20
C 3.83 0.08 0.16
S 2.36 -0.91 0.49
O 1.33 -0.54 -0.57
C 2.93 -2.55 -0.06
C 2.83 -2.90 -1.55
C 1.40 -3.18 -2.03
H 4.19 0.57 -3.28
H 3.37 1.63 -2.10
H 2.72 0.05 -2.43
H 5.42 0.66 -1.10
H 4.88 -0.97 -1.43
H 3.47 1.10 0.37
H 4.51 -0.21 0.98
H 2.33 -3.25 0.52
H 3.97 -2.62 0.29
H 3.44 -3.79 -1.70
H 3.26 -2.12 -2.16
H 0.92 -3.94 -1.41
H 1.42 -3.55 -3.06
H 0.80 -2.28 -2.00
F -2.35 -1.94 0.41
C -1.12 -1.73 -0.18
F -0.25 -2.56 0.52
H -1.19 -2.15 -1.19

=====

7.
64
Properties=species:S:1:pos:R:3 method="wB97M-V/def2-TZVPD" e_homo_ev="-4.28 / -5.62" e_tot_ha=-3853.57361 homo_lumo_gap_ev="6.232 / 7.523" charge=-1 e_above_lowest_ev=2.680 s_squared=6.089 spin_multiplicity=5
Fe -0.59 -0.29 0.67
C 1.85 -2.36 -0.24
C 1.59 -0.89 -0.45
O 1.52 -0.09 0.52
C 1.61 1.02 -2.01
C 0.67 1.91 -1.25
C 0.87 3.39 -1.33
N -0.37 1.42 -0.71
N -1.30 2.28 -0.18
C -1.53 2.07 1.07
O -0.81 1.23 1.78
C -2.61 2.85 1.70
C -3.35 3.77 0.95
C -4.37 4.50 1.54
C -4.67 4.31 2.89
C -3.95 3.39 3.63
C -2.93 2.66 3.04
H 0.97 -2.92 -0.54
H 2.71 -2.68 -0.82
H 2.01 -2.52 0.83
H 1.25 1.07 -3.05
H 1.60 3.66 -2.10
H -0.10 3.85 -1.55
H 1.20 3.79 -0.37
H -3.11 3.89 -0.10
H -4.93 5.21 0.96
H -5.47 4.88 3.35
H -4.20 3.23 4.67
H -2.38 1.92 3.60
C -2.81 -4.72 0.49
C -2.78 -4.51 2.00
C -1.90 -3.37 2.38
N -0.81 -3.04 1.80
N -0.22 -1.91 2.31
C -0.84 -1.45 3.37
N -0.35 -0.45 4.16
S -2.28 -2.34 3.76
H -3.54 -5.49 0.23
H -1.83 -5.04 0.13
H -3.07 -3.79 -0.02
H -2.42 -5.41 2.51
H -3.79 -4.31 2.37
H 0.30 0.14 3.65
H -1.07 0.10 4.61
N 3.56 2.13 -0.93
C 3.07 1.40 -2.00
C 3.85 0.95 -3.04
C 3.43 0.01 -4.02
C 2.40 -0.95 -3.92
C 1.64 -1.26 -2.84
N 1.59 -0.43 -1.71
H 4.55 2.05 -0.79
H 3.02 2.02 -0.08
H 4.86 1.33 -3.11
H 4.06 -0.06 -4.90
H 2.27 -1.59 -4.78
H 0.96 -2.11 -2.83
F -2.48 -0.42 0.99
Te -2.31 -0.60 -1.58
F -3.76 -0.35 -3.03
F -1.02 0.13 -3.03
F -3.55 -2.01 -0.93
F -1.94 -2.10 -2.75
O -0.81 -1.43 -0.61

=====

8.
52
Properties=species:S:1:pos:R:3 method="wB97M-V/def2-TZVPD" e_homo_ev=-7.19 e_tot_ha=-1528.19664 homo_lumo_gap_ev=7.753 e_above_lowest_ev=0.689 smiles="CCOC(=O)[C@@H]1CCCN(C(=S)Nc2ccc(Nc3ccccc3)cc2)C1"
C 2.96 -6.03 2.67
C 2.34 -5.52 3.96
O 1.28 -4.59 3.70
C 1.62 -3.32 3.47
O 2.75 -2.91 3.48
C 0.40 -2.47 3.18
C -0.61 -2.53 4.34
C -1.86 -1.75 3.97
C -2.43 -2.26 2.65
N -1.44 -2.16 1.59
C -1.41 -1.04 0.81
S -2.49 0.20 1.02
N -0.49 -1.05 -0.20
C -0.20 -0.03 -1.11
C 0.17 -0.38 -2.40
C 0.50 0.59 -3.33
C 0.45 1.94 -2.99
N 0.79 2.88 -3.95
C 0.43 4.22 -4.02
C -0.71 4.72 -3.40
C -1.04 6.06 -3.52
C -0.25 6.91 -4.27
C 0.87 6.41 -4.92
C 1.20 5.08 -4.80
C 0.14 2.29 -1.68
C -0.18 1.32 -0.75
C -0.27 -2.96 1.88
H 3.43 -5.21 2.13
H 3.72 -6.77 2.90
H 2.20 -6.48 2.04
H 1.88 -6.33 4.53
H 3.10 -5.02 4.57
H 0.74 -1.44 3.04
H -0.15 -2.13 5.24
H -0.86 -3.58 4.52
H -2.61 -1.85 4.76
H -1.62 -0.69 3.86
H -3.30 -1.68 2.36
H -2.71 -3.31 2.74
H -0.17 -1.96 -0.50
H 0.21 -1.42 -2.69
H 0.78 0.30 -4.33
H 1.36 2.55 -4.71
H -1.36 4.06 -2.84
H -1.93 6.43 -3.03
H -0.51 7.96 -4.36
H 1.48 7.07 -5.52
H 2.07 4.69 -5.31
H 0.18 3.32 -1.37
H -0.41 1.61 0.26
H 0.46 -2.91 1.07
H -0.59 -4.00 2.01